Record 1
Density functional theory data (ωB97M-V with the def2-TZVPD basis set) for a 2-piece molecular cluster, C3H5BrCl2Si overall.

Last column: Löwdin charge in e.
Atoms and positions in Å:
C1 -0.82920 0.42702 0.14959  -0.28
C2 0.36925 0.11214 0.53731  -0.05
C3 -1.81707 1.32522 0.87090  -0.07
Si1 1.77745 -1.56197 -0.94951  -0.67
Cl1 3.00293 -2.87230 -0.11342  0.29
Cl2 0.47564 -2.41322 -2.18706  0.29
Br1 3.14400 -0.09925 -2.04173  0.21
H1 -1.20635 -0.01546 -0.64897  0.03
H2 1.06920 0.41650 1.40061  0.06
H3 -2.67475 0.78445 1.05216  0.05
H4 -1.92175 2.20420 0.20289  0.10
H5 -1.38935 1.69267 1.72722  0.04

Properties
Total energy = -106157.98914 eV
LUMO level = -0.129 eV
HOMO-LUMO gap = 8.85 eV

=====

Record 2
Density functional theory data (ωB97M-V with the def2-TZVPD basis set) for one molecule with the formula C7H13N3S.

Last column: Löwdin charge in e.
Atoms and positions in Å:
C1 -1.94679 -1.72544 0.36111  -0.02
C2 -1.60712 -0.68129 -0.71120  -0.25
N1 -2.59531 0.21906 -1.08550  0.07
C3 -2.08477 1.00392 -2.06549  -0.20
N2 -0.81285 0.74429 -2.27957  0.10
C4 -0.51080 -0.31661 -1.47230  -0.35
C5 0.84385 -0.98365 -1.51568  -0.46
S1 2.10225 -0.07253 -0.64599  0.85
C6 1.49123 -0.03857 1.05758  -0.50
C7 2.37832 0.86569 1.94154  -0.33
N3 2.13693 2.34215 1.74329  -0.02
H1 -1.11912 -2.39729 0.54085  0.07
H2 -2.20913 -1.16729 1.28045  0.09
H3 -2.77864 -2.33701 0.10458  0.06
H4 -3.57085 0.27758 -0.73702  0.17
H5 -2.67919 1.74201 -2.63917  0.13
H6 0.73476 -1.98885 -1.16123  0.06
H7 1.13247 -1.11500 -2.57166  0.09
H8 0.45104 0.26276 1.01896  0.06
H9 1.50433 -1.11286 1.36228  0.08
H10 2.17567 0.68057 3.01723  0.10
H11 3.47221 0.66521 1.75635  0.11
H12 2.33077 2.57797 0.77010  0.05
H13 1.16073 2.55519 1.93047  0.06

Properties
Total energy = -22775.35553 eV
LUMO level = 0.666 eV
SMILES string = Cc1[nH]cnc1CSCCN
HOMO-LUMO gap = 8.96 eV

=====

Record 3
Density functional theory data (ωB97M-V with the def2-TZVPD basis set) for one molecule with the formula C5H10N4O3.

Last column: Löwdin charge in e.
Atoms and positions in Å:
C1 2.09690 0.98268 -0.02939  -0.05
C2 0.99243 0.45568 0.92633  -0.18
C3 -0.25741 0.14236 0.15926  -0.39
N1 -1.03673 1.40115 -0.16783  0.05
N2 -1.95942 2.01666 0.51393  -0.11
O1 -2.45260 2.94450 -0.09616  -0.05
N3 -1.27440 -0.69264 1.00338  0.05
N4 -2.31547 -1.27710 0.29003  -0.08
O2 -3.20423 -1.84252 0.85292  0.01
C4 0.03808 -0.54101 -1.13093  -0.43
C5 0.51701 -1.95493 -0.90316  0.01
O3 -0.15592 -0.07256 -2.23029  0.13
H1 2.32405 0.10582 -0.67054  0.07
H2 1.73242 1.83420 -0.66338  0.10
H3 2.89849 1.26603 0.65470  0.08
H4 1.23064 -0.55677 1.33574  0.13
H5 0.61855 1.21368 1.64761  0.13
H6 -0.84285 1.75773 -1.07421  0.12
H7 -1.13987 -0.36374 1.97728  0.15
H8 -0.18307 -2.47105 -0.17489  0.10
H9 1.57620 -1.81610 -0.48301  0.11
H10 0.79721 -2.53204 -1.73741  0.07

Properties
Total energy = -17444.27793 eV
LUMO level = 0.315 eV
SMILES string = CCC(NN=O)(NN=O)C(C)=O
HOMO-LUMO gap = 9.81 eV

=====

no.,HOMO (eV)
1,-9.0
2,-8.3
3,-9.5